Entry 1:
DFT (the ωB97M-V functional and the def2-TZVPD basis) results for 2 unconnected molecules or ions with the total composition C4H12O3 at a distorted geometry.

Last column: Mulliken charge in e.
Cartesian coordinates (Å):
C1 -0.924 -1.510 -1.362  -1.22
C2 -0.908 -0.085 -0.971  0.29
O1 -0.164 0.732 -1.857  -0.55
C3 -0.505 0.085 0.538  -0.01
C4 -0.344 1.514 0.932  -0.40
O2 0.739 1.693 1.879  -0.51
H1 -1.797 -1.738 -1.989  0.31
H2 -0.846 -2.148 -0.491  0.36
H3 -0.173 -1.765 -2.116  0.31
H4 -1.888 0.377 -1.046  0.26
H5 0.784 0.610 -1.837  0.32
H6 -1.211 -0.537 1.101  0.42
H7 0.463 -0.390 0.866  -0.49
H8 -0.081 2.134 0.068  0.39
H9 -1.268 1.906 1.367  0.24
H10 1.115 2.546 1.694  0.30
O3 2.449 -1.509 1.223  -0.66
H11 1.891 -0.812 1.610  0.33
H12 2.669 -1.101 0.391  0.31

Calculated values
gap between HOMO and LUMO	11.0	eV
largest force on an atom	2.10	eV/A
M	108.14	Da
spin multiplicity	1
electronic energy	-10484.0616	eV
energy relative to the best compared isomer or geometry (same formula, charge and spin)	103.95	kJ/mol
structure (SMILES)	C[C@H](O)CCO.O

***

Entry 2:
DFT (the ωB97M-V functional and the def2-TZVPD basis) results for 4 unconnected molecules or ions with the total composition C4H12O3 at a distorted geometry.

Last column: Mulliken charge in e.
Cartesian coordinates (Å):
C1 1.854 1.348 1.400  -0.76
C2 1.443 0.746 0.294  0.16
C3 2.351 0.674 -0.910  0.00
C4 2.297 0.006 -2.070  -0.83
H1 2.838 1.692 1.226  0.26
H2 1.287 1.277 2.320  0.31
H3 0.341 0.798 0.356  0.21
H4 3.168 1.467 -1.027  0.14
H5 3.051 -0.051 -2.791  0.31
H6 1.623 -0.839 -2.292  0.20
O1 -2.303 -1.900 3.414  -0.63
H7 -1.889 -2.000 4.310  0.32
H8 -3.193 -2.280 3.490  0.32
O2 -2.371 -0.220 -0.059  -0.70
H9 -2.794 -1.087 0.163  0.32
H10 -3.125 0.423 -0.019  0.33
O3 -1.592 0.362 -2.729  -0.61
H11 -1.291 -0.391 -3.208  0.32
H12 -1.695 -0.025 -1.869  0.34

Calculated values
gap between HOMO and LUMO	9.3	eV
largest force on an atom	3.16	eV/A
M	108.14	Da
spin multiplicity	1
electronic energy	-10482.3648	eV
energy relative to the best compared isomer or geometry (same formula, charge and spin)	267.67	kJ/mol
structure (SMILES)	C=CC=C.O.O.O

***

Entry 3:
DFT (the ωB97M-V functional and the def2-TZVPD basis) results for 2 unconnected molecules or ions with the total composition C4H12O3 at a distorted geometry.

Last column: Mulliken charge in e.
Cartesian coordinates (Å):
O1 0.036 -0.028 1.757  -0.53
C1 -0.638 -1.119 1.114  -0.70
C2 0.204 -1.844 0.061  -0.25
C3 0.531 -1.055 -1.243  -0.73
C4 1.355 0.298 -1.121  -0.31
O2 0.614 1.447 -0.748  -0.48
H1 0.660 -0.393 2.391  0.30
H2 -0.929 -1.856 1.879  0.37
H3 -1.585 -0.661 0.815  0.31
H4 1.081 -2.099 0.728  0.23
H5 -0.256 -2.816 -0.118  0.37
H6 -0.468 -0.657 -1.638  0.27
H7 0.949 -1.763 -1.933  0.36
H8 1.602 0.576 -2.161  0.30
H9 2.294 0.201 -0.522  0.26
H10 0.117 1.052 -0.019  0.23
O3 -2.124 3.869 0.415  -0.64
H11 -1.761 3.738 -0.473  0.33
H12 -1.682 3.110 0.817  0.32

Calculated values
gap between HOMO and LUMO	11.0	eV
largest force on an atom	2.66	eV/A
M	108.14	Da
spin multiplicity	1
electronic energy	-10484.0400	eV
energy relative to the best compared isomer or geometry (same formula, charge and spin)	106.04	kJ/mol
structure (SMILES)	OCCCCO.O

***

Entry 4:
DFT (the ωB97M-V functional and the def2-TZVPD basis) results for 2 unconnected molecules or ions with the total composition C4H12O3 at a distorted geometry.

Last column: Mulliken charge in e.
Cartesian coordinates (Å):
C1 -0.716 -0.639 -2.034  -1.47
C2 -1.039 -0.632 -0.536  0.41
O1 -1.692 -1.835 -0.164  -0.57
C3 -1.847 0.607 -0.096  -0.78
C4 -1.252 1.337 1.104  -0.55
O2 -1.335 0.590 2.296  -0.50
H1 -1.660 -0.533 -2.572  0.37
H2 -0.402 -1.665 -2.201  0.38
H3 -0.097 0.206 -2.341  0.37
H4 -0.144 -0.580 0.063  0.34
H5 -2.533 -1.900 -0.629  0.35
H6 -1.989 1.289 -0.922  0.40
H7 -2.802 0.246 0.280  0.27
H8 -0.211 1.629 0.951  0.35
H9 -1.784 2.288 1.201  0.29
H10 -1.966 -0.128 2.200  0.34
O3 6.835 -0.289 1.198  -0.64
H11 7.138 0.479 1.687  0.32
H12 7.495 -0.472 0.514  0.32

Calculated values
gap between HOMO and LUMO	10.9	eV
largest force on an atom	1.40	eV/A
M	108.14	Da
spin multiplicity	1
electronic energy	-10484.3512	eV
energy relative to the best compared isomer or geometry (same formula, charge and spin)	76.01	kJ/mol
structure (SMILES)	C[C@H](O)CCO.O

***

Entry 5:
DFT (the ωB97M-V functional and the def2-TZVPD basis) results for 2 unconnected molecules or ions with the total composition C4H12O3 at a distorted geometry.

Last column: Mulliken charge in e.
Cartesian coordinates (Å):
C1 2.089 -0.036 -1.137  -0.51
O1 2.259 -0.292 0.245  -0.38
C2 1.515 0.540 1.104  -0.18
O2 0.150 0.332 1.095  -0.52
C3 -0.818 1.304 -0.005  -0.64
H1 2.863 -0.601 -1.655  0.26
H2 1.113 -0.370 -1.501  0.17
H3 2.215 1.032 -1.360  0.28
H4 1.894 0.307 2.107  0.22
H5 1.737 1.603 0.869  0.34
H6 -0.132 2.148 -0.006  0.43
H7 -1.654 1.447 0.666  0.26
H8 -1.060 1.142 -1.050  0.28
C4 -2.380 -1.545 0.098  -0.67
O3 -1.173 -1.073 -0.464  -0.50
H9 -2.683 -0.951 0.967  0.27
H10 -2.270 -2.588 0.417  0.26
H11 -3.159 -1.495 -0.659  0.23
H12 -0.507 -0.904 0.268  0.40

Calculated values
gap between HOMO and LUMO	10.5	eV
largest force on an atom	3.54	eV/A
M	108.14	Da
spin multiplicity	1
electronic energy	-10481.8901	eV
energy relative to the best compared isomer or geometry (same formula, charge and spin)	313.47	kJ/mol
structure (SMILES)	COCOC.CO

***

Entry 6:
DFT (the ωB97M-V functional and the def2-TZVPD basis) results for 2 unconnected molecules or ions with the total composition C4H12O3 at a distorted geometry.

Last column: Mulliken spin population.
Cartesian coordinates (Å):
C1 1.281 0.453 -0.052  0.16
O1 2.610 0.387 -0.290  0.42
C2 0.979 -0.977 0.767  0.27
C3 -0.284 -1.570 0.236  0.02
C4 -1.530 -0.665 0.371  0.00
O2 -1.482 0.267 1.446  0.00
H1 1.019 1.291 0.577  0.00
H2 0.817 0.341 -1.031  0.02
H3 3.136 0.764 0.443  -0.01
H4 0.986 -0.540 1.766  0.03
H5 1.788 -1.719 0.772  0.00
H6 -0.444 -2.517 0.756  0.06
H7 -0.279 -1.822 -0.825  0.02
H8 -2.406 -1.304 0.529  0.01
H9 -1.707 -0.107 -0.531  0.00
H10 -1.182 -0.198 2.241  0.00
H11 -1.791 2.546 -2.042  0.00
H12 -0.406 2.987 -2.429  0.00
O3 -1.106 2.384 -2.703  0.00

Calculated values
gap between HOMO and LUMO (alpha / beta)	11.0 / 5.5	eV
largest force on an atom	1.56	eV/A
M	108.14	Da
net charge	+1
spin multiplicity	2
electronic energy	-10474.4692	eV
<S²>	0.755
energy relative to the best compared isomer or geometry (same formula, charge and spin)	172.94	kJ/mol

***

Entry 7:
DFT (the ωB97M-V functional and the def2-TZVPD basis) results for 3 unconnected molecules or ions with the total composition C4H12O4 at a distorted geometry.

Last column: Mulliken charge in e.
Cartesian coordinates (Å):
C1 2.984 0.174 1.064  -0.49
O1 4.277 -0.154 0.857  -0.92
C2 1.977 -0.566 0.100  -0.26
C3 0.581 0.067 0.128  -0.41
C4 -0.595 -0.687 -0.521  -0.43
O2 -1.806 0.025 -0.470  -0.98
H1 2.616 -0.102 2.091  0.15
H2 2.801 1.273 0.895  0.17
H3 1.968 -1.589 0.479  0.25
H4 2.410 -0.389 -0.892  0.22
H5 0.287 0.226 1.171  0.17
H6 0.652 1.097 -0.255  0.22
H7 -0.702 -1.600 0.094  0.14
H8 -0.321 -0.929 -1.548  0.27
H9 -2.610 -0.003 -1.738  0.42
H10 -2.425 0.506 -3.170  0.25
O3 -3.124 0.096 -2.652  -0.77
H11 -3.044 1.628 1.492  0.25
H12 -2.636 0.263 0.919  0.45
O4 -3.061 0.692 1.730  -0.71

Calculated values
gap between HOMO and LUMO	6.0	eV
largest force on an atom	1.44	eV/A
M	124.14	Da
net charge	-2
spin multiplicity	1
electronic energy	-12530.5495	eV
energy relative to the best compared isomer or geometry (same formula, charge and spin)	21.55	kJ/mol

***

Entry 8:
DFT (the ωB97M-V functional and the def2-TZVPD basis) results for 4 unconnected molecules or ions with the total composition C4H12O4 at a distorted geometry.

Last column: Mulliken spin population.
Cartesian coordinates (Å):
C1 -0.300 2.348 0.832  0.42
C2 0.277 1.190 0.609  0.20
O1 0.732 0.299 1.544  0.16
C3 0.920 0.851 -0.717  0.01
C4 0.393 1.156 -1.885  0.16
H1 -0.700 2.746 1.672  0.02
H2 -0.230 3.154 0.045  0.01
H3 0.581 0.564 2.516  -0.01
H4 1.823 -0.024 -0.620  0.01
H5 -0.555 1.830 -1.845  0.00
H6 0.948 1.143 -2.763  0.01
H7 -1.059 -1.838 -1.406  0.00
H8 -2.400 -1.370 -1.339  0.00
O2 -1.752 -1.759 -0.736  0.00
H9 -1.008 -1.241 1.824  0.00
H10 -1.745 -1.759 3.055  0.00
O3 -0.860 -1.594 2.668  0.00
H11 1.330 -2.240 -0.444  0.00
H12 1.853 -1.225 -1.716  0.00
O4 1.750 -2.229 -1.294  0.00

Calculated values
gap between HOMO and LUMO (alpha / beta)	9.7 / 6.0	eV
largest force on an atom	7.78	eV/A
M	124.14	Da
net charge	+1
spin multiplicity	2
electronic energy	-12520.4959	eV
<S²>	0.764
energy relative to the best compared isomer or geometry (same formula, charge and spin)	177.31	kJ/mol

***

Question: energy relative to the best compared isomer or geometry (same formula, charge and spin) of number 1 (C4H12O3)?
Answer: 103.95 kJ/mol